15
Properties=species:S:1:pos:R:3:forces:R:3:lowdin_charge:R:1 method="wB97M-V/def2-TZVPD" homo_energy_ev=-8.927 total_charge=0 e_lumo_ha=0.0246 de_lowest_kcal_mol=7.7 gap_ev=9.598 smiles=CSS.NCO
C 0.7981 0.2322 -1.7344 0.72 -0.37 0.54 -0.460
S 1.3566 -0.1382 -0.0280 -0.15 -0.12 -0.23 0.333
S 1.2172 -2.1856 0.0638 -0.08 0.08 -0.05 0.288
H 1.5693 -0.0924 -2.4299 -0.07 -0.02 -0.06 0.024
H 0.7160 1.3139 -1.7604 -0.32 0.05 -0.09 0.017
H -0.1297 -0.2931 -1.9301 -0.19 0.26 -0.06 0.023
H -0.0784 -2.3060 0.4327 0.17 0.07 -0.02 -0.209
N -1.9859 0.3215 1.1208 -0.78 0.72 -0.29 0.026
C -2.3324 1.6136 0.6098 0.05 -0.06 0.10 -0.352
O -1.1933 2.2323 0.0015 0.20 0.11 -0.07 -0.097
H -1.8319 -0.2823 0.3280 0.51 -0.30 0.22 0.049
H -1.1775 0.4287 1.7151 0.27 -0.41 -0.16 0.060
H -3.1141 1.5195 -0.1405 -0.23 -0.15 -0.01 0.110
H -2.6972 2.2319 1.4266 -0.03 0.17 0.13 0.108
H -1.4078 3.1406 -0.2370 -0.06 -0.03 0.04 0.079